Run P
Molecular formula: C16H20B2NO32S4
Method: DFT, the ωB97M-V functional and the def2-TZVPD basis

```
75
Properties=species:S:1:pos:R:3
H 1.07067 -8.50766 -0.20941
H 2.52698 -8.53726 -1.17323
H -5.15955 0.64930 2.76158
C 1.86442 -7.87837 -0.61202
O 5.19244 -0.83747 -1.46795
O -0.28554 0.20109 5.85385
H -7.72818 -0.23979 1.35474
O -3.73656 1.14123 -9.68433
O -5.81410 -3.73281 3.13542
O -1.85037 -0.65575 -7.36397
C 7.87086 -1.61944 -4.02055
S -5.45018 -2.43487 2.49770
O -3.28589 6.81054 -0.06626
C -6.67832 -0.51307 1.46055
O 1.30597 2.63123 4.99763
S 1.97000 -5.58012 -1.62803
O -2.89357 5.46093 -1.92252
C 2.54937 2.31730 10.38105
C 2.74077 -7.15119 0.39064
O -2.32133 -1.61057 -9.24974
C 0.34505 0.96385 6.54122
O -2.03761 4.55466 0.25632
C -6.05226 0.02590 2.81216
O 1.04966 -4.51459 -1.12699
C -2.26622 7.47438 -0.85164
H -6.20055 -0.21123 0.52850
H 8.51900 -3.31380 -2.84633
H 8.56762 -0.91207 -4.47027
C -1.16572 1.21580 -4.64229
S 6.52112 -0.56904 -2.05819
O 3.37050 2.15198 11.26045
O -0.38517 1.62105 -3.84576
O 7.15437 0.76593 -1.86314
O -2.90076 0.22880 -3.19729
H 0.24766 -1.13266 0.13473
O 6.60380 -1.06951 -3.69446
B -2.23677 0.54154 -6.63849
O -1.02423 1.13511 -5.98716
C -2.28164 -0.61463 -8.52851
H 0.56031 0.19334 0.89336
C -3.04568 0.76712 -8.75724
H 9.36888 -1.60585 -2.58254
H -0.84446 0.15251 0.10943
O 2.66511 -5.40631 -2.89116
H -1.24323 7.37819 -0.48786
H 3.41592 -7.84666 0.88924
O 1.19882 -7.06355 -1.57012
H -6.87853 0.51072 3.33209
N -0.21697 -0.41018 0.66597
O -4.09151 -2.28669 1.92424
C 1.24048 3.16909 10.36935
O -5.78954 -1.12934 3.50742
O -2.93107 1.34699 -7.60448
O -3.14571 0.29089 -5.53451
C 1.17328 2.22240 6.10894
O 2.49381 1.53840 9.25019
C -2.25169 6.69880 -2.10377
C 8.48645 -2.23278 -2.71054
O -6.57892 -1.83598 1.52500
O 7.65499 -1.73511 -1.65636
H -2.71421 7.22628 -2.93800
B 1.47544 2.04148 8.34250
O 1.88917 2.67441 7.02489
C -2.50835 0.58116 -4.34259
O 0.77303 3.86727 11.23421
H -0.71198 -0.78846 1.46095
O 0.64525 2.97062 9.21386
O 0.66651 0.92633 7.92523
H 2.09279 -6.63482 1.09885
H -1.22437 6.47815 -2.39364
H 7.85230 -2.47439 -4.69643
H -2.52241 8.53384 -0.85524
O 3.15468 -6.13384 -0.48097
O -4.57452 4.60106 -0.14930
S -3.24980 5.16020 -0.33897
```

As for the net charge: -1. As for the frontier orbital gap: 7.4 eV.

Run Q
Molecular formula: C16H20B2NO32S4
Method: DFT, the ωB97M-V functional and the def2-TZVPD basis

```
75
Properties=species:S:1:pos:R:3
C 1.68800 4.23347 0.87363
O -2.75272 -1.29226 -1.49829
C 4.02531 -0.47205 -4.60614
O 2.59436 2.08942 1.41880
O 4.50006 -2.21720 -3.14277
O 5.04032 -1.97902 1.67138
H -4.46952 4.37453 -0.24748
H 6.99735 -1.50057 1.81874
O 2.09728 -2.27735 -2.59223
O -3.71838 2.47279 -0.59892
O -1.46514 3.18353 -0.69545
C 2.58954 3.42590 1.86723
H 0.57809 -1.18190 0.60381
B 3.13488 -2.36288 -3.67093
H 0.77715 4.50594 1.40307
O -4.35815 -2.46250 -0.04396
H -6.54228 -0.19722 -2.52577
H -0.75399 -0.69672 -0.32741
O 4.18101 0.56970 -5.16022
C -3.73577 3.86758 -0.86379
C -5.45877 -0.17650 -2.64585
O -0.28861 -0.00525 2.86326
H -3.96955 4.02872 -1.92169
H -1.89729 5.21899 -0.90629
H 6.57985 -1.99473 0.17225
O 1.47524 -5.32112 -4.01987
O 3.59912 2.39137 -0.80533
O 2.87660 -3.63746 -4.35425
O 3.51687 -0.47096 2.82200
O -6.12763 0.06918 5.43758
S 2.37433 2.08784 -0.17505
H 2.22573 5.10910 0.51577
O 1.36937 3.31979 -0.16117
H -0.68407 -2.12256 0.49777
N -0.12948 -1.47393 -0.08083
O -4.70661 -2.37387 -2.46295
C -4.86759 -1.32501 -3.44427
O -5.06661 -0.41967 -1.24759
H -5.51414 -1.73616 -4.21243
C -4.20486 -0.90999 6.61630
C -2.31428 4.31205 -0.49626
O 2.93842 -1.22584 -4.59057
O -4.49661 -0.76923 7.76482
C -1.57494 -2.04340 3.16319
O 6.16986 -0.76890 -3.51728
C 1.91055 -4.27381 -3.72452
C 5.86554 -0.01139 0.73233
O -1.05921 -2.74729 2.35065
O -3.07632 -1.40274 6.15796
O 0.36192 -3.63465 -1.96777
O -2.61766 -2.31394 3.91269
C 5.05842 -1.14550 -3.68374
S 3.77525 -1.03356 1.55965
H -2.37965 4.34903 0.59787
S -4.07574 -1.67090 -1.16343
H 6.15045 0.67378 1.53706
H 0.17568 -1.90977 -0.96891
H -5.09082 0.80686 -2.92999
O 4.45745 0.00809 0.53543
O -1.90466 -0.13486 4.43927
C -1.17631 -0.57447 3.43183
O 2.72080 -1.65371 0.85729
O -2.32688 1.51038 -2.32672
O -4.28777 -0.56198 4.35042
H 6.32755 0.31817 -0.18667
C -5.02978 -0.37385 5.42739
B -2.97078 -1.13272 4.71527
S -2.29851 1.85131 -0.95892
O 1.62452 0.96058 -0.56188
H 3.59421 3.85173 1.86205
C 6.22111 -1.46638 1.05428
C 1.38991 -3.39906 -2.56902
O -1.88821 0.90998 0.00088
H 2.19497 3.46836 2.87659
H -3.87776 -1.11332 -3.85188
```

As for the net charge: -1. As for the frontier orbital gap: 8.8 eV.

The least stable of them is run P.

Run P
Molecular formula: C7H9NO
Method: DFT, the ωB97M-V functional and the def2-TZVPD basis

```
18
Properties=species:S:1:pos:R:3
O -2.30463 -0.13636 -0.65631
H -1.42469 1.53289 -1.46850
C 2.67741 -0.71546 -0.03452
H -3.31912 -1.27007 0.28261
H 0.77230 2.41741 0.12317
C 1.14725 1.17594 0.08268
H 3.27007 1.20820 0.40971
C 2.42201 0.76326 0.13580
C -2.64242 -0.72673 0.58572
H 1.80457 -2.47393 -0.64051
H -1.64194 1.44768 0.38059
C 1.51639 -1.38456 -0.30299
C -1.28610 0.89539 -0.48617
N 0.31124 -0.87830 -0.44076
H -3.04083 -0.05664 1.30949
H 3.61711 -1.11522 -0.02181
C 0.09032 0.33105 -0.34172
H -1.96895 -1.01456 1.08352
```

As for the structure (SMILES): COCc1ccccn1. As for the net charge: 0. As for the frontier orbital gap: 10.3 eV.

Run Q
Molecular formula: C7H9NO
Method: DFT, the ωB97M-V functional and the def2-TZVPD basis

```
18
Properties=species:S:1:pos:R:3
C -0.97666 -0.64640 1.02312
C -1.06166 0.37440 -0.83006
H -1.18152 -1.68458 1.74856
H 2.47973 -1.64094 0.16649
H -0.84804 2.42304 -0.08383
H 3.14343 0.34909 0.71375
H -1.50425 0.53490 -1.74692
C -0.67610 -0.95754 -0.42125
N -2.19982 0.11658 0.35387
H 1.36501 2.73604 0.03489
H -1.34982 -1.81340 -0.79904
C 1.96182 0.46192 0.38711
H -0.26464 0.07651 1.63665
C 1.62876 -0.86725 0.19708
C -0.29610 1.49166 -0.33150
C 1.06065 1.54882 -0.00800
O 0.73373 -1.38590 -0.67963
H -2.15536 0.85687 1.19025
```

As for the structure (SMILES): C1=CO[C@H]2CN[C@H]2C=C1. As for the net charge: 0. As for the frontier orbital gap: 8.4 eV.

The least stable of them is run Q.

Run P
Molecular formula: C2H5BO2
Method: DFT, the ωB97M-V functional and the def2-TZVPD basis

```
10
Properties=species:S:1:pos:R:3
H 0.93380 -1.83134 -0.08607
H 1.72855 1.14180 0.04465
H -2.78013 -0.42958 -0.02505
H -1.66701 1.82449 0.16471
B -0.75990 -0.08544 0.05982
O -1.83209 -0.85527 0.06057
C 1.77229 0.03625 0.01719
H 2.67892 -0.34129 -0.18202
C 0.72641 -0.74725 -0.05527
O -0.80084 1.28762 0.00146
```

As for the structure (SMILES): C=CB(O)O. As for the net charge: 0. As for the frontier orbital gap: 10.2 eV.

Run Q
Molecular formula: C2H5BO2
Method: DFT, the ωB97M-V functional and the def2-TZVPD basis

```
10
Properties=species:S:1:pos:R:3
H 1.59142 -0.90614 -1.12984
C 1.03767 -0.04016 -0.61856
H 1.90344 0.57875 1.65660
H 0.85697 -1.20541 1.40405
O -2.54954 -0.11641 0.96974
O -2.88694 0.80408 -1.08260
B 1.19268 -0.20703 0.97213
H 0.05498 -0.14658 -1.10684
H 1.47145 0.88268 -1.00384
C -2.67212 0.35623 -0.06085
```

As for the structure (SMILES): O=C=O.BC. As for the net charge: 0. As for the frontier orbital gap: 11.8 eV.

The least stable of them is run Q.

Run P
Molecular formula: C4H4FNO
Method: DFT, the ωB97M-V functional and the def2-TZVPD basis

```
11
Properties=species:S:1:pos:R:3
C -0.19549 0.23603 0.88887
F 0.25784 -2.33405 0.43900
H -0.36360 2.17993 0.24998
C 0.24610 -0.60947 -1.18475
C -0.11809 1.21717 -0.02473
H -0.42427 -0.60086 2.75509
O -0.45303 0.23801 2.18304
C 0.16873 0.72982 -1.31719
H 0.20538 1.27836 -2.26956
H 0.66673 -1.28704 -1.79863
N 0.00970 -1.04788 0.07890
```

As for the structure (SMILES): Oc1cccn1F. As for the net charge: 0. As for the frontier orbital gap: 8.5 eV.

Run Q
Molecular formula: C4H4FNO
Method: DFT, the ωB97M-V functional and the def2-TZVPD basis

```
11
Properties=species:S:1:pos:R:3
H 2.65866 -0.53843 0.15066
N -0.55288 -1.03480 0.11018
H -2.52352 -0.29755 -0.27770
H -0.78862 -1.99590 0.64650
C 0.68998 -0.52481 -0.05016
C -0.81445 1.12431 -0.23042
F 1.70585 1.50825 0.04268
C 0.58776 0.75737 0.01981
C -1.50692 0.05563 -0.13890
H -1.33652 2.14908 -0.00122
O 1.88066 -1.20315 -0.27143
```

As for the structure (SMILES): Oc1[nH]ccc1F. As for the net charge: 0. As for the frontier orbital gap: 9.0 eV.

The least stable of them is run P.